Density functional theory data (the ωB97M-V functional and the def2-TZVPD basis) for C25H32MnN5O3S2 as an isolated structure.

Its spin multiplicity is 5. The orbital gap (alpha / beta) comes out at 7.5 / 7.4 eV. The HOMO energy (alpha / beta) comes out at -0.522 / -0.527 hartree. As for the net charge: +2. As for the total energy: -93008.8414 eV.

Structure (XYZ):
```
68
Properties=species:S:1:pos:R:3:forces:R:3
Mn -0.42546 -0.06942 0.59149 0.46 0.05 0.19
C 1.43380 2.44381 3.50420 0.37 0.30 0.01
C 0.85094 2.17119 2.11119 0.19 -0.46 0.19
N 0.16108 0.86123 2.15346 0.50 0.06 -1.90
O -0.45754 0.52047 3.26341 -0.50 -0.03 1.26
C 1.98727 1.98078 1.05550 -0.12 0.20 0.11
C 2.58914 3.31946 0.60769 0.00 -0.31 0.05
N -0.36414 1.52680 -0.44001 -0.53 0.96 -0.21
O -1.00970 1.78259 -1.43530 0.16 0.07 -0.27
H 0.66618 2.82816 4.17579 -0.14 0.00 0.07
H 2.17009 3.24526 3.45297 -0.02 0.00 -0.06
H 1.93339 1.59166 3.96626 -0.05 -0.08 -0.11
H -0.11704 1.07489 3.98265 -0.04 0.04 0.29
H 2.89590 3.90410 1.47440 0.01 0.03 0.02
H 1.89247 3.90613 0.01026 0.02 0.02 0.05
H 3.48182 3.12057 0.01503 -0.02 0.10 -0.06
C 2.35499 -4.62513 1.88517 0.19 0.09 -0.20
C 1.39595 -4.56632 2.88743 0.03 -0.02 -0.11
C 0.40062 -3.60522 2.83140 0.21 -0.60 0.38
C 0.40700 -2.72407 1.77931 -1.02 0.96 0.03
C 1.37889 -2.71620 0.80061 0.41 -0.09 -0.36
C 2.35089 -3.69978 0.84000 0.33 -0.11 0.17
N -0.65059 -1.73668 1.68834 1.50 -1.11 -0.19
N -1.71858 -2.02088 2.20225 -1.78 0.91 0.30
C -2.69740 -0.92153 2.04797 1.27 -1.83 0.42
C -3.87892 -1.02863 2.71296 -0.92 0.06 0.22
C -4.76514 0.04562 2.60876 0.15 -0.23 0.05
C -4.39241 1.13665 1.84429 0.05 0.24 -0.18
C -3.16924 1.12953 1.18101 -0.23 0.00 0.06
N -2.33867 0.09582 1.29287 0.04 0.69 -0.53
H 3.13522 -5.37837 1.92740 -0.12 0.07 -0.01
H 1.43136 -5.27677 3.69749 -0.05 -0.03 0.12
H -0.36203 -3.52943 3.58970 -0.05 -0.06 0.07
H 1.38387 -1.98404 -0.00135 -0.10 -0.05 0.07
H 3.13403 -3.73102 0.08597 -0.20 -0.02 0.11
H -4.11935 -1.92769 3.26983 0.12 0.15 0.00
H -5.72038 0.01292 3.11946 0.07 0.07 -0.05
H -5.03369 1.99975 1.73774 -0.06 -0.03 0.02
H -2.84907 1.95407 0.55307 -0.05 -0.08 0.03
C 1.31681 1.19707 -6.71388 -0.20 0.00 0.25
C 0.71808 0.41666 -5.56120 0.26 0.21 -0.44
C -0.42144 0.86580 -4.89250 -0.14 -0.26 0.25
C -0.99184 0.12751 -3.86235 0.36 -0.11 -0.23
C -0.39322 -1.08377 -3.48612 -0.08 0.30 -0.29
C 0.76572 -1.52893 -4.12319 0.02 0.02 -0.26
C 1.30589 -0.77958 -5.16741 -0.14 -0.36 0.46
S -1.00569 -2.06449 -2.15927 0.29 0.32 0.34
C -2.76150 -2.13133 -2.48881 0.36 0.20 -0.16
O -0.93037 -1.13694 -0.92665 -0.32 -0.30 -0.42
H 0.73884 2.09219 -6.93870 0.00 -0.02 0.06
H 1.34622 0.59099 -7.61847 0.00 -0.09 0.02
H 2.34178 1.49981 -6.49187 -0.04 -0.04 0.03
H -0.87233 1.79898 -5.19792 -0.07 0.05 0.03
H -1.86598 0.51116 -3.35600 -0.03 -0.07 -0.02
H 1.22803 -2.47045 -3.83922 -0.07 0.10 0.02
H 2.18773 -1.14669 -5.67898 -0.03 0.04 0.02
H -3.11023 -1.10977 -2.59767 -0.20 0.02 -0.05
H -3.24835 -2.63274 -1.66034 0.02 -0.08 0.12
H -2.88580 -2.70024 -3.40789 -0.08 0.00 -0.05
C -0.14371 3.28934 1.78570 -0.08 0.23 -0.04
S 1.37962 1.15176 -0.50969 -0.12 -0.28 0.19
C 3.06174 1.02230 1.56602 0.36 -0.03 -0.32
H -1.07219 3.12093 2.33408 -0.03 -0.03 -0.04
H -0.36262 3.39084 0.72537 -0.02 -0.01 0.21
H 0.24754 4.24110 2.13012 0.14 0.14 0.06
H 3.63974 1.49436 2.35699 0.06 0.08 0.03
H 3.77013 0.77539 0.76152 -0.17 0.08 0.20
H 2.65184 0.08848 1.94766 -0.11 -0.02 0.00
```
Forces are in eV/Å.